Record 1
C52H57Cl6F3N9NiO2 | ωB97M-V/def2-TZVPD

Spin multiplicity = 3
Total charge = +1
HOMO energy (alpha / beta) = -10.66 / -10.66 eV

The geometry in XYZ format:
```
130
C52H57Cl6F3N9NiO2 | the Open Molecules 2025 dataset | ωB97M-V/def2-TZVPD
Ni -15.09 -0.62 -17.51
C -16.87 1.88 -16.65
O -17.48 1.44 -15.43
O -16.00 1.06 -16.99
C -18.01 2.04 -17.69
F -19.03 1.18 -17.55
F -18.51 3.31 -17.68
F -17.53 1.83 -18.95
C -17.90 2.48 -14.55
C -18.53 1.85 -13.36
H -17.92 1.10 -12.84
H -18.66 2.61 -12.57
H -19.54 1.47 -13.52
H -18.57 3.22 -14.99
H -17.01 3.05 -14.22
H -16.46 2.89 -16.43
N -22.07 3.80 -20.62
C -22.40 2.72 -19.95
C -23.54 2.63 -19.17
C -24.37 3.74 -19.15
C -24.04 4.86 -19.88
C -22.85 4.86 -20.56
H -21.67 1.91 -19.91
H -23.73 1.79 -18.52
H -25.29 3.76 -18.58
H -24.72 5.70 -19.87
H -22.53 5.74 -21.11
N -16.65 -1.35 -18.75
C -16.35 -1.86 -19.93
C -17.26 -2.38 -20.78
C -18.57 -2.45 -20.35
C -18.89 -1.95 -19.10
C -17.91 -1.40 -18.35
H -15.29 -1.85 -20.18
H -16.97 -2.73 -21.76
H -19.33 -2.98 -20.92
H -19.91 -2.01 -18.75
H -18.12 -0.96 -17.39
N -13.55 -0.10 -16.25
C -13.01 -0.95 -15.38
C -11.90 -0.65 -14.64
C -11.30 0.59 -14.80
C -11.92 1.51 -15.65
C -13.04 1.12 -16.33
H -13.47 -1.94 -15.33
H -11.46 -1.37 -13.96
H -10.44 0.91 -14.24
H -11.51 2.51 -15.66
H -13.51 1.80 -17.04
N -14.15 0.31 -19.19
C -14.88 1.20 -19.82
C -14.41 1.91 -20.90
C -13.11 1.71 -21.28
C -12.35 0.75 -20.66
C -12.92 0.07 -19.62
H -15.89 1.30 -19.44
H -15.09 2.58 -21.40
H -12.70 2.21 -22.15
H -11.34 0.56 -20.97
H -12.34 -0.68 -19.08
N -22.26 2.38 -13.84
C -22.54 1.93 -12.64
C -22.06 2.53 -11.50
C -21.20 3.61 -11.61
C -20.94 4.08 -12.89
C -21.49 3.45 -13.97
H -23.16 1.04 -12.59
H -22.32 2.18 -10.51
H -20.76 4.12 -10.77
H -20.27 4.94 -13.02
H -21.33 3.74 -15.00
N -14.79 1.04 -12.52
C -14.30 1.85 -13.46
C -13.39 2.84 -13.20
C -12.90 2.96 -11.91
C -13.38 2.13 -10.92
C -14.32 1.18 -11.30
H -14.64 1.69 -14.49
H -12.96 3.50 -13.95
H -12.09 3.65 -11.70
H -13.06 2.17 -9.89
H -14.70 0.52 -10.52
N -16.03 -1.66 -15.83
C -16.46 -2.89 -16.00
C -17.01 -3.64 -15.01
C -17.25 -3.06 -13.77
C -16.83 -1.76 -13.59
C -16.17 -1.14 -14.62
H -16.35 -3.28 -17.00
H -17.35 -4.65 -15.21
H -17.72 -3.66 -12.99
H -17.00 -1.19 -12.68
H -15.83 -0.13 -14.43
N -17.17 -1.30 -10.06
C -18.07 -0.34 -10.03
C -19.42 -0.56 -9.93
C -19.85 -1.84 -9.77
C -18.90 -2.82 -9.63
C -17.57 -2.51 -9.81
H -17.65 0.66 -10.08
H -20.13 0.26 -9.97
H -20.89 -2.04 -9.51
H -19.22 -3.84 -9.42
H -16.81 -3.28 -9.78
N -15.82 5.83 -9.87
C -15.75 4.54 -10.21
C -14.83 4.06 -11.10
C -13.94 4.96 -11.70
C -14.00 6.30 -11.36
C -14.96 6.67 -10.43
H -16.48 3.92 -9.70
H -14.73 3.00 -11.33
H -13.22 4.59 -12.42
H -13.34 7.02 -11.83
H -15.00 7.69 -10.05
C -18.78 3.66 -21.50
Cl -17.17 4.40 -21.54
Cl -19.51 3.85 -23.12
H -18.70 2.62 -21.25
H -19.44 4.23 -20.86
C -15.06 5.25 -16.83
Cl -14.36 4.04 -17.91
Cl -14.16 5.32 -15.32
H -15.01 6.22 -17.30
H -16.08 4.96 -16.64
C -19.89 -0.61 -14.79
Cl -20.27 -0.88 -13.08
Cl -19.98 -2.18 -15.66
H -20.64 0.03 -15.24
H -18.91 -0.17 -14.89
```

Record 2
C52H59BN7OP2SSbTe2Ti | ωB97M-V/def2-TZVPD

ΔE to the lowest compared entry with this formula, charge and spin = 6.4 kcal/mol
Spin multiplicity = 3
Total charge = -2
HOMO energy (alpha / beta) = -0.47 / -1.43 eV

The geometry in XYZ format:
```
127
C52H59BN7OP2SSbTe2Ti | the Open Molecules 2025 dataset | ωB97M-V/def2-TZVPD
Ti -0.36 -0.26 0.04
C 0.90 3.82 1.10
C 0.29 2.84 0.31
N 0.40 1.65 0.89
N 1.08 1.82 2.04
C 1.39 3.12 2.18
B 1.66 0.68 2.86
N 2.77 -0.05 2.07
C 3.90 -0.61 2.56
C 4.40 -1.47 1.60
C 3.47 -1.38 0.55
N 2.51 -0.53 0.84
N 0.61 -0.38 3.24
C 0.70 -1.17 4.34
C -0.03 -2.31 4.12
C -0.53 -2.15 2.83
N -0.16 -0.99 2.31
H 0.96 4.88 0.90
H -0.19 2.91 -0.65
H 1.95 3.44 3.05
H 2.14 1.13 3.87
H 4.25 -0.36 3.54
H 5.28 -2.08 1.66
H 3.45 -1.91 -0.39
H 1.30 -0.85 5.17
H -0.16 -3.15 4.78
H -1.15 -2.81 2.25
Te -5.77 0.00 -1.31
C -7.13 0.85 0.12
C -7.35 2.22 0.23
C -8.29 2.69 1.14
N -9.03 1.91 1.91
C -8.83 0.59 1.80
C -7.91 0.03 0.94
C -3.79 0.11 -0.66
P -3.11 -1.02 0.53
C -3.79 -2.65 0.03
C -4.56 -3.49 0.81
C -5.02 -4.70 0.31
C -4.72 -5.08 -0.98
C -3.95 -4.24 -1.78
C -3.49 -3.04 -1.28
C -3.99 -0.74 2.13
C -3.79 -1.59 3.22
C -4.36 -1.33 4.46
C -5.14 -0.19 4.63
C -5.34 0.67 3.57
C -4.76 0.40 2.34
P -2.70 1.49 -0.66
C -2.95 2.42 -2.21
C -3.43 1.80 -3.37
C -3.44 2.47 -4.58
C -2.98 3.77 -4.67
C -2.48 4.40 -3.53
C -2.47 3.73 -2.32
C -3.25 2.75 0.56
C -2.71 2.65 1.85
C -3.10 3.51 2.85
C -4.05 4.49 2.59
C -4.60 4.60 1.32
C -4.20 3.73 0.32
H -6.79 2.92 -0.38
H -8.45 3.76 1.24
H -9.43 -0.04 2.44
H -7.78 -1.05 0.92
H -4.85 -3.20 1.82
H -5.62 -5.34 0.94
H -5.07 -6.03 -1.37
H -3.69 -4.53 -2.79
H -2.87 -2.40 -1.89
H -3.19 -2.48 3.12
H -4.18 -2.01 5.28
H -5.58 0.02 5.60
H -5.93 1.57 3.68
H -4.90 1.10 1.53
H -3.77 0.77 -3.31
H -3.82 1.96 -5.46
H -2.99 4.29 -5.62
H -2.10 5.41 -3.59
H -2.07 4.23 -1.45
H -1.98 1.87 2.06
H -2.67 3.42 3.84
H -4.36 5.17 3.38
H -5.36 5.35 1.11
H -4.64 3.82 -0.67
C 3.48 4.83 -1.92
C 3.90 3.54 -2.61
Sb 3.36 1.79 -1.43
C 4.03 0.39 -2.94
C 5.52 0.35 -3.23
C 5.16 1.80 -0.18
C 6.32 2.69 -0.57
H 3.78 5.72 -2.47
H 3.91 4.90 -0.92
H 2.40 4.86 -1.79
H 4.97 3.55 -2.83
H 3.38 3.44 -3.57
H 3.47 0.67 -3.84
H 3.66 -0.60 -2.65
H 5.88 1.30 -3.61
H 5.77 -0.42 -3.97
H 6.10 0.12 -2.33
H 5.48 0.76 -0.11
H 4.80 2.06 0.82
H 6.73 2.42 -1.55
H 7.14 2.63 0.15
H 6.02 3.74 -0.63
Te 0.17 -3.21 -0.41
C 1.45 -3.95 -1.91
C 1.97 -5.22 -1.94
C 2.80 -5.48 -3.05
C 2.94 -4.40 -3.87
S 2.02 -3.07 -3.27
H 1.75 -5.95 -1.17
H 3.29 -6.43 -3.23
H 3.51 -4.32 -4.77
C -0.89 -0.82 -3.67
C 0.24 0.05 -3.12
C 0.23 1.43 -3.79
O 0.18 0.16 -1.76
H -0.97 -0.77 -4.76
H -1.83 -0.48 -3.23
H -0.75 -1.86 -3.37
H 1.20 -0.43 -3.41
H -0.74 1.91 -3.67
H 0.45 1.36 -4.86
H 0.98 2.08 -3.32
```

Record 3
C52H62BrF10N2O31PS2 | ωB97M-V/def2-TZVPD

HOMO energy = -8.29 eV
Structure (SMILES) = CCCNc1c2c(cc(S(=O)(=O)C(F)(F)C(F)(F)C(F)(F)F)c1[C@@H](Br)CC)Nc1c(C)cc(P(C)O)c(COC(F)(F)F)c1S2.O=C1OCCO1.O=C1OCCO1.O=C1OCCO1.O=C1OCCO1.O=C1OCCO1.O=C1OCCO1.O=C1OCCO1.O=C1OCCO1.O=C1OCCO1

The geometry in XYZ format:
```
161
C52H62BrF10N2O31PS2 | the Open Molecules 2025 dataset | ωB97M-V/def2-TZVPD
C 1.28 6.60 1.86
C 2.69 6.03 1.63
C 3.09 4.93 2.63
N 3.20 3.56 2.11
C 2.22 3.14 1.19
C 0.93 2.95 1.71
C -0.14 2.56 0.91
C 0.11 2.34 -0.43
C 1.39 2.48 -0.96
S 1.48 2.02 -2.68
O 1.70 0.60 -2.77
O 2.28 2.87 -3.50
C -0.23 2.20 -3.41
F 0.01 1.86 -4.68
F -1.06 1.26 -2.93
C -0.87 3.63 -3.38
F -0.35 4.39 -2.42
F -0.60 4.22 -4.55
C -2.41 3.60 -3.26
F -2.78 3.21 -2.05
F -2.89 4.82 -3.48
F -2.92 2.79 -4.17
C 2.48 2.91 -0.19
C 3.88 3.12 -0.72
Br 4.64 1.49 -1.48
C 4.02 4.38 -1.63
C 5.07 4.29 -2.73
N -1.40 2.40 1.47
C -1.44 1.56 2.61
C -2.36 0.51 2.69
C -3.38 0.25 1.62
C -2.31 -0.31 3.81
C -1.38 -0.13 4.83
P -1.48 -1.44 6.14
C 0.14 -2.27 5.82
O -1.27 -0.76 7.63
C -0.48 0.95 4.77
C 0.55 1.21 5.84
O 0.01 1.73 7.07
C -0.40 3.00 7.05
F -0.57 3.40 8.32
F -1.55 3.18 6.42
F 0.50 3.82 6.50
C -0.52 1.78 3.65
S 0.59 3.17 3.43
H 1.06 6.53 2.93
H 0.53 6.08 1.27
H 1.30 7.66 1.63
H 3.38 6.86 1.78
H 2.81 5.72 0.60
H 2.39 4.95 3.47
H 4.05 5.17 3.06
H 4.13 3.32 1.82
H -0.72 2.02 -1.04
H 4.52 3.30 0.12
H 3.06 4.60 -2.08
H 4.30 5.21 -0.99
H 5.20 5.28 -3.16
H 4.74 3.63 -3.52
H 6.02 3.97 -2.32
H -2.10 2.15 0.79
H -4.18 -0.36 2.00
H -3.83 1.18 1.27
H -2.90 -0.22 0.75
H -3.02 -1.13 3.86
H 0.56 -2.69 6.73
H 0.02 -3.02 5.05
H 0.87 -1.56 5.43
H -0.34 -0.57 7.79
H 1.00 0.27 6.11
H 1.35 1.83 5.47
C 0.09 -1.30 -5.04
C 1.56 -1.66 -5.02
O 1.56 -2.87 -4.24
C 0.34 -3.42 -4.32
O 0.06 -4.51 -3.92
O -0.54 -2.59 -4.92
H -0.22 -0.81 -5.96
H -0.20 -0.69 -4.19
H 1.96 -1.88 -6.01
H 2.18 -0.90 -4.54
C -2.31 -4.85 -7.81
C -0.87 -4.92 -7.35
O -0.18 -5.31 -8.54
C -0.94 -4.95 -9.61
O -0.58 -4.97 -10.74
O -2.17 -4.53 -9.20
H -2.89 -4.09 -7.29
H -2.82 -5.81 -7.72
H -0.49 -3.95 -7.03
H -0.71 -5.64 -6.56
C 2.93 4.73 8.27
C 4.36 4.62 8.75
O 5.09 4.57 7.52
C 4.34 5.16 6.56
O 4.73 5.43 5.47
O 3.08 5.39 7.01
H 2.29 5.32 8.93
H 2.47 3.76 8.10
H 4.68 5.50 9.32
H 4.54 3.73 9.34
C 0.97 -7.44 -3.21
C 2.43 -7.84 -3.16
O 2.40 -9.03 -2.37
C 1.15 -9.57 -2.47
O 0.85 -10.64 -2.06
O 0.31 -8.71 -3.08
H 0.69 -6.95 -4.14
H 0.68 -6.81 -2.38
H 2.83 -8.08 -4.15
H 3.06 -7.09 -2.69
C -2.24 -2.45 -0.44
C -1.78 -3.77 -1.04
O -0.89 -4.26 -0.03
C -1.24 -3.70 1.15
O -0.81 -4.03 2.21
O -2.14 -2.71 0.96
H -3.26 -2.20 -0.71
H -1.58 -1.62 -0.70
H -2.59 -4.48 -1.17
H -1.26 -3.65 -1.99
C -4.23 -6.27 2.70
C -3.94 -5.22 3.75
O -5.03 -4.31 3.57
C -6.06 -4.98 3.00
O -7.16 -4.55 2.86
O -5.65 -6.21 2.58
H -3.91 -7.27 2.99
H -3.79 -6.02 1.73
H -3.98 -5.63 4.76
H -2.99 -4.72 3.60
C -0.42 11.34 3.46
C -1.21 10.73 2.33
O -0.20 10.47 1.35
C 0.99 10.36 1.99
O 1.99 9.97 1.49
O 0.87 10.74 3.29
H -0.82 11.11 4.44
H -0.31 12.42 3.36
H -1.69 9.79 2.61
H -1.97 11.40 1.92
C -4.46 -4.71 -11.50
C -5.39 -3.56 -11.81
O -6.45 -4.20 -12.53
C -6.47 -5.51 -12.18
O -7.33 -6.27 -12.47
O -5.37 -5.82 -11.45
H -3.94 -4.60 -10.56
H -3.74 -4.88 -12.30
H -5.81 -3.10 -10.91
H -4.93 -2.79 -12.42
C 3.22 -5.79 5.10
C 3.03 -5.81 3.60
O 2.54 -4.49 3.34
C 2.94 -3.68 4.34
O 2.83 -2.50 4.34
O 3.48 -4.41 5.36
H 4.05 -6.40 5.44
H 2.31 -6.08 5.64
H 3.97 -5.95 3.06
H 2.31 -6.56 3.26
```